DFT (ωB97M-V with the def2-TZVPD basis set) results for a molecular structure, C29H68CrN2O6S2Si5Te in a non-equilibrium geometry.

XYZ file:
```
114
Properties=species:S:1:pos:R:3:mulliken_charge:R:1
Cr 1.40817 2.69229 0.13282 0.71
N 1.63752 1.04681 1.41708 -0.29
C 2.16580 1.35204 2.75979 -0.51
C 3.60794 1.92393 2.61684 -0.82
C 3.71423 3.23402 1.80314 0.78
O 4.22056 4.29672 2.23394 -0.69
O 3.28243 3.04389 0.58923 -0.76
H 0.78113 0.61659 1.59949 0.23
H 2.23999 0.43957 0.90312 0.27
H 2.16526 0.52033 3.45486 0.42
H 1.44121 2.10404 3.17600 0.29
H 4.23657 1.20123 2.03878 0.27
H 4.04054 1.90954 3.61183 0.34
C -0.89320 7.69943 2.67662 -1.40
C 0.58761 7.78006 2.23296 1.56
C 1.14919 9.24666 2.15292 -1.77
C 1.60652 6.89743 3.02139 -1.25
O 0.69880 7.24030 0.91420 -0.24
Si 0.05129 5.96686 0.17989 -0.36
S 0.04788 4.23659 1.44226 -0.75
O -1.58504 6.06121 -0.04062 0.09
C -2.59171 5.94193 -1.06552 1.82
C -3.25412 7.29215 -1.21107 -1.79
C -1.86331 5.62689 -2.40287 -1.33
C -3.63722 4.94147 -0.59201 -1.57
O 0.88759 5.68766 -1.16300 0.55
C 2.13193 6.24551 -1.69892 1.79
C 2.29898 5.54714 -3.07067 -1.57
C 3.33407 5.66296 -0.86057 -1.23
C 2.10378 7.77756 -1.74289 -1.69
H -0.91821 7.97030 3.74575 0.45
H -1.35162 6.72309 2.47025 0.21
H -1.42848 8.44808 2.03110 0.31
H 1.26926 9.61164 3.11215 0.51
H 0.55934 9.90926 1.50106 0.34
H 2.13007 9.15902 1.68955 0.33
H 1.51533 6.99949 4.11219 0.41
H 2.62649 7.18359 2.80120 0.39
H 1.40678 5.82137 2.81721 0.04
H -2.49517 7.98066 -1.51576 0.40
H -3.74185 7.53317 -0.19863 0.27
H -3.99565 7.25480 -2.06340 0.36
H -1.39203 6.46652 -2.88556 0.35
H -2.56764 5.11191 -3.11813 0.34
H -1.13530 4.84829 -2.25877 0.15
H -4.18458 5.27052 0.31774 0.29
H -3.00647 4.02870 -0.43278 0.36
H -4.32257 4.65982 -1.36239 0.43
H 2.30764 4.49736 -2.99463 0.23
H 3.31330 5.92104 -3.52325 0.27
H 1.50885 5.81644 -3.76531 0.36
H 3.42575 4.58778 -0.76067 0.25
H 3.28035 6.03728 0.20866 0.18
H 4.36758 6.02895 -1.13504 0.39
H 1.56782 7.92106 -2.65777 0.48
H 3.12386 8.10312 -1.87194 0.44
H 1.66037 8.19750 -0.84551 0.09
S 1.63411 1.76197 -1.91667 -0.57
C 0.08621 1.98759 -2.47503 0.55
N -1.03546 1.94565 -2.80296 -0.71
C 2.47722 -8.29338 -2.40295 -1.24
Si 0.69864 -8.59980 -1.97420 1.02
C -0.26590 -8.65688 -3.59757 -1.18
C 0.43639 -10.28215 -1.09760 -1.24
Si 0.15015 -6.89674 -0.39881 -0.47
Te 1.01072 -4.58626 -0.78207 -0.63
Si 1.54428 -6.57073 1.58171 0.41
C 3.14391 -7.57733 1.33408 -1.17
C 0.46271 -7.43223 2.89844 -1.35
C 2.07741 -5.00238 2.34674 -1.06
Si -2.00278 -6.57037 0.43546 0.59
C -2.03970 -5.16206 1.56397 -0.06
C -2.43795 -8.23191 1.13020 -1.10
C -3.07748 -6.29570 -1.15505 -0.57
H 2.84334 -8.86515 -3.30846 0.34
H 3.18724 -8.53788 -1.63783 0.36
H 2.65474 -7.26280 -2.67843 0.34
H 0.09800 -9.53988 -4.16086 0.34
H -0.05721 -7.74560 -4.15236 0.29
H -1.36288 -8.77679 -3.49114 0.31
H 0.07679 -10.10091 -0.05128 0.24
H 1.42895 -10.75243 -1.03499 0.38
H -0.33190 -10.98928 -1.46311 0.33
H 3.00464 -8.63297 1.39198 0.37
H 3.80359 -7.39767 2.19548 0.40
H 3.57690 -7.28322 0.34368 0.14
H -0.48064 -7.00280 3.14582 0.38
H 1.17947 -7.49753 3.72154 0.42
H 0.21554 -8.42960 2.64125 0.33
H 2.97158 -4.73213 1.65382 0.19
H 2.44399 -5.21113 3.34741 0.41
H 1.32178 -4.19933 2.30303 0.23
H -2.47253 -4.25279 1.07880 -0.33
H -1.03681 -4.89242 2.06311 0.05
H -2.65408 -5.31966 2.45575 0.45
H -1.99050 -9.19633 0.78792 0.24
H -3.52031 -8.41304 0.98746 0.40
H -2.28226 -8.03990 2.20531 0.26
H -4.01027 -6.91809 -1.06076 0.31
H -2.38267 -6.69339 -1.93087 0.19
H -3.22636 -5.18526 -1.36386 -0.19
C -3.14198 -0.51623 -0.89482 -0.25
C -3.90556 -1.10081 -2.14024 -0.49
C -4.38713 -2.48420 -1.57389 -0.50
O -3.40996 -2.89540 -0.50812 -0.40
C -2.57935 -1.77165 -0.23022 -0.36
H -3.83650 -0.04768 -0.19522 0.21
H -2.31523 0.21125 -1.01524 0.04
H -3.10692 -1.34631 -2.90315 0.25
H -4.77001 -0.53341 -2.63629 0.32
H -4.42202 -3.26718 -2.38181 0.27
H -5.38575 -2.54821 -1.14142 0.28
H -1.55517 -1.91361 -0.49685 0.27
H -2.58269 -1.77938 0.91485 0.21
```

ΔE to the lowest compared entry with this formula, charge and spin   58.76 kcal per mole
Charge   -2
Gap between HOMO and LUMO (spin up / spin down)   4.95 / 4.95 eV
LUMO energy (spin up / spin down)   3.87 / 3.87 eV
Multiplicity   5
Highest occupied orbital energy (spin up / spin down)   -1.08 / -1.08 eV
DFT total energy   -5263.34749 Eh

DFT (ωB97M-V with the def2-TZVPD basis set) results for a molecular structure, C49H47FeN4O2SSi.

XYZ file:
```
105
Properties=species:S:1:pos:R:3:mulliken_charge:R:1
Fe -0.05046 -0.64099 -0.45165 -0.22
O -2.15853 -0.67663 -0.27159 0.61
C -3.05154 -0.04632 -1.08291 1.36
C -2.40423 1.17237 -1.83003 -2.25
C -1.72188 2.13829 -0.91414 -0.10
C -2.15707 3.45520 -0.77666 -0.51
C -1.53051 4.28376 0.13593 -1.15
C -0.50167 3.77171 0.90491 -0.50
C -0.09820 2.45396 0.70709 0.04
C 0.95526 1.84322 1.58006 -0.98
C 0.39715 0.62255 2.38158 2.31
O 0.03373 -0.41558 1.57984 -0.03
C 1.47036 0.09880 3.35593 -0.40
C 2.83574 0.24180 3.13046 -0.25
C 3.76733 -0.35401 3.97252 -0.56
C 3.35257 -1.11617 5.05349 -0.56
C 1.99139 -1.28016 5.28160 -1.03
C 1.06805 -0.67836 4.44169 -0.36
C -0.80312 1.19290 3.16920 0.04
C -2.08577 0.98265 2.67475 0.67
C -3.18241 1.58096 3.28420 -0.54
C -3.01261 2.38819 4.40137 -0.75
C -1.73434 2.60032 4.90306 -0.96
C -0.63985 2.00999 4.28611 -0.30
N -0.67765 1.67601 -0.21668 1.68
C -3.58062 -0.96004 -2.21783 0.11
C -2.89413 -2.12980 -2.51953 -0.25
C -3.30674 -2.93592 -3.57244 -1.06
C -4.41683 -2.59254 -4.33246 -0.57
C -5.11468 -1.43051 -4.03063 -0.88
C -4.69551 -0.62274 -2.98214 -0.25
C -4.28839 0.35190 -0.24459 -0.12
C -4.74309 -0.58958 0.68224 -0.30
C -5.86478 -0.35516 1.45702 -0.66
C -6.56227 0.84470 1.33712 -0.66
C -6.11740 1.79274 0.43235 -0.93
C -4.99397 1.54347 -0.35373 0.34
H -3.13971 1.69240 -2.44901 0.72
H -1.65628 0.71993 -2.48699 0.41
H -2.98219 3.81240 -1.37954 0.47
H -1.85619 5.31005 0.26306 0.37
H -0.01566 4.36933 1.66523 0.43
H 1.33237 2.60490 2.26872 0.54
H 1.77649 1.48961 0.96428 -0.65
H 3.19147 0.79864 2.27314 0.17
H 4.82542 -0.23581 3.76767 0.30
H 4.08011 -1.58930 5.70289 0.38
H 1.64879 -1.88351 6.11528 0.35
H 0.00726 -0.81614 4.61891 0.52
H -2.19827 0.36830 1.78500 -0.59
H -4.17169 1.41989 2.87479 0.26
H -3.87023 2.85227 4.87630 0.39
H -1.58952 3.22772 5.77642 0.37
H 0.35749 2.18125 4.67930 0.43
H -2.02088 -2.37877 -1.93409 0.34
H -2.73903 -3.82811 -3.80888 0.40
H -4.73096 -3.22000 -5.15911 0.34
H -5.98622 -1.15013 -4.61271 0.38
H -5.25355 0.27926 -2.75160 0.37
H -4.17588 -1.50663 0.77977 0.25
H -6.19664 -1.10479 2.16661 0.36
H -7.43537 1.03678 1.95010 0.35
H -6.64001 2.73800 0.33473 0.37
H -4.67453 2.29818 -1.05867 0.36
C 5.66820 -2.32545 0.97489 -1.00
Si 5.90141 -0.82777 -0.11993 0.20
C 6.91698 0.42575 0.87430 -1.15
C 6.96538 -1.34068 -1.59472 -1.21
C 4.39662 0.08203 -0.75925 0.59
C 4.63864 1.28293 -1.41346 -0.15
C 3.60218 2.07047 -1.90792 -1.66
C 2.31391 1.63742 -1.64563 -0.07
N 2.04062 0.51147 -1.00760 0.12
C 3.03557 -0.33365 -0.63320 0.47
S 2.51623 -1.84398 -0.03742 -0.66
H 6.65237 -2.66098 1.32422 0.32
H 5.17451 -3.13250 0.43648 0.31
H 5.04013 -2.09256 1.83551 0.29
H 7.82026 -0.03642 1.28328 0.32
H 6.32814 0.81703 1.70779 0.31
H 7.22117 1.27622 0.25931 0.34
H 7.91310 -1.77774 -1.26581 0.29
H 7.18816 -0.48481 -2.23670 0.33
H 6.43862 -2.08082 -2.20092 0.34
H 5.66385 1.62192 -1.54932 0.20
H 3.78413 2.99190 -2.44482 0.38
H 1.45072 2.23105 -1.93754 0.41
N -0.05436 -0.89465 -2.32252 0.68
C 0.40287 -1.19521 -3.51593 -0.27
C 0.56519 -2.55448 -3.94152 -0.21
C 1.00541 -2.86136 -5.20982 -0.52
C 1.32776 -1.87116 -6.14302 -0.52
C 1.19387 -0.54224 -5.74595 -0.69
C 0.74794 -0.19935 -4.48455 -0.10
H 0.34419 -3.33163 -3.21965 0.45
H 1.11437 -3.90781 -5.48300 0.33
H 1.67884 -2.12788 -7.13535 0.34
H 1.44569 0.25308 -6.44298 0.32
H 0.65348 0.84326 -4.20090 0.25
C -1.62356 -2.78354 1.99591 -0.39
C -1.00398 -3.09572 0.71737 0.54
N -0.53598 -3.35827 -0.29694 -0.46
H -1.93595 -1.74292 1.96108 -0.32
H -0.89104 -2.90118 2.79239 0.35
H -2.47559 -3.44649 2.15671 0.44
```

ΔE to the lowest compared entry with this formula, charge and spin   0.00 kcal per mole
Charge   -2
Gap between HOMO and LUMO (spin up / spin down)   5.26 / 5.13 eV
LUMO energy (spin up / spin down)   4.33 / 4.32 eV
Multiplicity   6
Highest occupied orbital energy (spin up / spin down)   -0.93 / -0.80 eV
DFT total energy   -4216.41513 Eh

DFT (ωB97M-V with the def2-TZVPD basis set) results for C5H10NP in the gas phase in a non-equilibrium geometry.

XYZ file:
```
17
Properties=species:S:1:pos:R:3:mulliken_charge:R:1
C -2.43420 0.87663 0.45874 -1.01
C -1.41911 0.27767 -0.15955 0.62
C -1.09638 -1.23749 0.10765 -0.99
C 2.98333 -0.51455 0.34535 -0.76
C -0.42011 1.01443 -1.03711 -0.96
N 1.71664 -0.05159 -0.10060 0.06
P 1.08019 1.35071 0.08462 -0.13
H -2.78455 1.80216 0.20927 0.37
H -3.00739 0.25518 1.17295 0.20
H -2.15316 -1.53122 0.50071 0.38
H -0.73533 -1.57771 -0.84568 0.29
H -0.30475 -1.22111 0.86821 0.23
H 3.14958 -1.40234 -0.26904 0.31
H 2.83439 -0.99217 1.37916 0.24
H 3.65464 0.36409 0.52754 0.26
H -0.85258 1.98770 -1.30810 0.41
H -0.21121 0.59962 -1.93414 0.47
```

ΔE to the lowest compared entry with this formula, charge and spin   28.14 kcal per mole
Charge   0
Gap between HOMO and LUMO (spin up / spin down)   7.34 / 7.25 eV
LUMO energy (spin up / spin down)   1.06 / -1.98 eV
Multiplicity   3
Highest occupied orbital energy (spin up / spin down)   -6.28 / -9.23 eV
DFT total energy   -592.44167 Eh